# 1
# C5H7NO

C5H7NO in the gas phase (ωB97M-V/def2-TZVPD, OMol25).

Each line ends with the Löwdin charge.
Cartesian coordinates (Å):
O (-0.41, 1.71, -2.46)  0.085
N (2.50, 0.10, -1.14)  0.175
C (-0.10, -0.05, -0.82)  -0.277
C (-0.89, 0.99, -1.62)  -0.225
C (0.39, -0.87, 1.58)  -0.102
C (1.35, 0.08, -1.03)  -0.192
C (-0.47, 0.02, 0.68)  -0.228
H (-0.38, -1.04, -1.19)  0.159
H (-0.40, 1.06, 1.03)  0.124
H (-1.96, 1.06, -1.36)  0.134
H (-0.01, -0.84, 2.60)  0.075
H (0.39, -1.91, 1.25)  0.082
H (-1.52, -0.27, 0.75)  0.114
H (1.43, -0.52, 1.60)  0.075

The orbital gap is 11.25 eV. As for the net charge: 0. The calculation puts the largest force on an atom at 1.15 eV/A. As for the energy above the lowest of the compared OMol25 structures with the same formula, charge and spin: 21.01 kcal/mol.



# 2
# C5H7NO

C5H7NO in the gas phase (ωB97M-V/def2-TZVPD, OMol25).

Each line ends with the Löwdin charge.
Cartesian coordinates (Å):
O (1.01, -1.25, -0.18)  0.046
N (2.48, 0.42, 0.18)  0.202
C (-2.39, 0.03, -0.02)  -0.030
C (-0.03, 0.79, -0.02)  -0.047
C (-1.09, -0.29, -0.22)  -0.392
C (-0.40, -1.50, -0.56)  -0.078
C (1.23, -0.03, 0.04)  -0.371
H (-3.17, -0.72, 0.01)  0.039
H (-0.67, -2.48, -0.19)  0.075
H (3.24, -0.25, 0.26)  0.126
H (-2.68, 1.07, 0.08)  0.037
H (0.05, 1.55, -0.81)  0.140
H (-0.23, 1.30, 0.93)  0.134
H (2.66, 1.36, 0.49)  0.119

The orbital gap is 6.24 eV. As for the net charge: 0. The calculation puts the largest force on an atom at 0.43 eV/A. As for the energy above the lowest of the compared OMol25 structures with the same formula, charge and spin: 76.75 kcal/mol.